{
  "formula": "C34H45F5N9O3SbSe4Zr",
  "method": "ωB97M-V/def2-TZVPD",
  "fmax_ha_per_bohr": 0.0132,
  "lumo_ev": -2.040,
  "spin_multiplicity": 1,
  "de_lowest_kj_mol": 141.65,
  "total_energy_ha": -12433.5598,
  "elements": ["Zr", "C", "C", "N", "C", "C", "C", "C", "N", "C", "C", "F", "C", "F", "C", "C", "F", "C", "F", "H", "H", "H", "H", "H", "H", "H", "H", "H", "H", "H", "H", "H", "H", "H", "C", "C", "N", "C", "C", "C", "O", "O", "C", "O", "C", "C", "C", "F", "C", "C", "C", "N", "C", "C", "N", "C", "C", "H", "H", "H", "H", "H", "H", "H", "H", "H", "H", "H", "H", "H", "H", "H", "H", "H", "H", "Se", "Sb", "Se", "Se", "Se", "C", "N", "C", "N", "C", "N", "C", "N", "C", "C", "H", "H", "H", "H", "H", "H", "H", "H", "H", "H", "H", "H"],
  "xyz": [[1.141, -2.334, -1.459], [-2.463, 2.553, -3.518], [-1.898, 2.540, -2.096], [-1.341, 1.267, -1.642], [-2.308, 0.181, -1.570], [-3.419, 0.449, -0.564], [-0.079, 0.918, -2.329], [-0.110, -0.130, -3.438], [-0.194, -1.549, -3.016], [-0.886, -2.411, -3.828], [-0.858, -3.771, -3.493], [-0.180, -4.083, -2.335], [-1.474, -4.792, -4.165], [-1.364, -6.041, -3.685], [-2.218, -4.529, -5.292], [-2.301, -3.200, -5.657], [-3.024, -2.874, -6.738], [-1.688, -2.172, -4.967], [-1.903, -0.938, -5.462], [-2.762, 3.566, -3.793], [-1.722, 2.213, -4.242], [-3.340, 1.910, -3.608], [-1.102, 3.286, -2.016], [-2.674, 2.851, -1.392], [-2.752, -0.063, -2.547], [-1.749, -0.701, -1.265], [-4.069, 1.267, -0.879], [-4.048, -0.437, -0.455], [-3.001, 0.702, 0.414], [0.295, 1.819, -2.821], [0.680, 0.669, -1.586], [-0.933, 0.115, -4.099], [0.799, -0.002, -4.028], [-2.709, -5.306, -5.856], [3.935, 0.895, 5.126], [4.368, 0.854, 3.668], [3.290, 0.411, 2.780], [3.273, -0.872, 2.379], [2.362, -1.415, 1.526], [2.610, -2.862, 1.111], [3.582, -3.425, 1.572], [1.711, -3.378, 0.326], [1.335, -0.577, 1.001], [0.487, -0.927, 0.141], [1.296, 0.794, 1.493], [0.331, 1.664, 0.977], [0.393, 2.988, 1.298], [-0.489, 3.852, 0.744], [1.388, 3.504, 2.131], [2.322, 2.641, 2.666], [2.307, 1.281, 2.338], [1.535, 4.906, 2.377], [0.338, 5.693, 2.641], [0.798, 7.082, 3.136], [2.258, 6.989, 3.463], [3.068, 6.770, 2.216], [2.412, 5.609, 1.446], [4.757, 1.240, 5.754], [3.644, -0.101, 5.461], [3.084, 1.561, 5.269], [5.193, 0.159, 3.531], [4.723, 1.825, 3.325], [4.077, -1.508, 2.727], [-0.407, 1.320, 0.247], [3.072, 3.052, 3.327], [-0.252, 5.186, 3.403], [-0.293, 5.831, 1.761], [0.261, 7.404, 4.025], [0.699, 7.848, 2.370], [2.378, 6.150, 4.037], [2.583, 7.806, 3.976], [4.085, 6.540, 2.527], [3.067, 7.703, 1.656], [3.175, 4.928, 1.078], [1.861, 5.988, 0.577], [2.843, -3.617, -2.916], [3.522, -2.106, -4.938], [3.577, 0.175, -3.508], [3.200, -0.452, -1.284], [1.579, -1.669, -6.295], [-0.906, -4.848, 0.355], [-1.189, -3.415, 0.070], [-2.521, -3.348, -0.571], [-3.573, -3.936, 0.257], [-3.222, -5.335, 0.518], [-1.932, -5.458, 1.198], [-2.000, -4.717, 2.454], [-2.320, -3.302, 2.241], [-1.295, -2.725, 1.373], [-3.603, -3.227, 1.536], [0.061, -4.914, 0.849], [-0.859, -5.392, -0.587], [-2.487, -3.877, -1.523], [-2.768, -2.304, -0.759], [-3.176, -5.873, -0.431], [-3.999, -5.785, 1.141], [-1.035, -4.789, 2.962], [-2.767, -5.161, 3.092], [-0.328, -2.787, 1.872], [-1.539, -1.677, 1.192], [-3.845, -2.177, 1.355], [-4.380, -3.664, 2.167]],
  "atomic_forces_ev_per_a": [[0.36, 0.09, -0.57], [0.03, 0.02, 0.06], [-0.04, -0.10, -0.03], [-0.03, 0.13, -0.14], [0.02, 0.04, 0.08], [0.02, 0.01, -0.05], [-0.05, -0.01, -0.02], [-0.09, 0.04, -0.09], [0.13, 0.00, 0.45], [-0.07, -0.07, -0.04], [-0.01, 0.07, -0.02], [0.08, -0.10, -0.04], [0.03, -0.05, 0.05], [0.01, -0.02, 0.01], [-0.04, 0.02, -0.06], [-0.01, -0.03, 0.00], [0.00, 0.01, -0.02], [0.01, 0.05, 0.03], [-0.02, 0.00, -0.04], [-0.02, -0.01, -0.01], [0.00, 0.02, -0.01], [0.00, -0.02, -0.01], [0.02, 0.00, 0.00], [0.01, 0.01, -0.01], [0.02, -0.02, -0.02], [0.01, -0.01, 0.01], [-0.02, -0.01, 0.02], [-0.01, 0.02, 0.00], [-0.01, 0.00, 0.00], [0.00, 0.03, 0.07], [0.04, -0.08, 0.02], [0.03, -0.02, 0.06], [0.01, -0.02, -0.01], [0.00, 0.00, 0.00], [-0.02, -0.01, -0.03], [-0.03, 0.04, 0.05], [0.02, 0.01, -0.01], [0.10, 0.06, -0.01], [-0.24, -0.03, -0.14], [0.07, -0.07, 0.28], [-0.26, -0.05, -0.01], [0.23, 0.41, -0.30], [0.02, 0.00, 0.22], [0.00, -0.14, 0.07], [0.16, 0.14, -0.02], [0.00, -0.02, 0.02], [-0.01, -0.08, -0.09], [0.00, 0.00, 0.00], [0.01, -0.04, 0.01], [-0.01, 0.08, 0.07], [-0.05, -0.13, -0.02], [0.09, 0.02, 0.09], [-0.02, 0.00, 0.04], [-0.05, -0.01, -0.03], [-0.01, 0.03, 0.00], [0.01, -0.01, -0.04], [-0.06, 0.00, -0.09], [0.01, 0.00, 0.00], [-0.01, 0.01, 0.01], [0.00, 0.00, 0.01], [0.00, -0.02, 0.00], [0.01, -0.02, -0.02], [0.00, 0.00, 0.01], [-0.01, 0.05, 0.01], [0.00, 0.01, -0.01], [0.02, 0.00, 0.01], [0.00, -0.01, 0.00], [0.03, 0.01, 0.02], [0.01, 0.01, 0.01], [0.02, 0.00, 0.02], [0.00, 0.00, 0.00], [-0.01, 0.00, 0.04], [0.01, 0.01, 0.01], [0.00, 0.01, 0.00], [-0.01, -0.02, 0.00], [-0.19, 0.06, 0.21], [-0.07, 0.07, -0.02], [-0.01, -0.04, 0.01], [-0.20, -0.22, -0.06], [0.07, -0.05, 0.04], [-0.03, -0.01, 0.01], [0.00, -0.02, 0.06], [-0.02, -0.02, -0.01], [0.00, -0.01, 0.01], [0.01, 0.01, 0.00], [-0.01, 0.01, -0.01], [0.01, 0.01, 0.00], [-0.01, -0.01, -0.02], [-0.01, -0.01, 0.00], [0.01, 0.00, 0.00], [0.01, 0.00, 0.00], [0.00, 0.01, 0.00], [0.00, 0.00, 0.00], [0.01, -0.04, -0.02], [0.00, 0.00, 0.00], [0.00, 0.00, 0.00], [0.00, 0.00, 0.00], [-0.01, 0.00, 0.00], [0.02, 0.00, 0.00], [0.00, 0.01, -0.01], [0.00, 0.00, 0.00], [0.00, 0.00, 0.00]]
}